{
  "formula": "C6H10N",
  "method": "wB97M-V/def2-TZVPD",
  "fmax_ev_per_a": 4.229,
  "relative_energy_kj_mol": 449.8,
  "total_charge": 1,
  "e_tot_ev": -7861.68629,
  "orbital_gap_ha": [0.261, 0.261],
  "elements": ["C", "C", "C", "C", "C", "C", "N", "H", "H", "H", "H", "H", "H", "H", "H", "H", "H"],
  "xyz": [[0.12292, 0.46570, -0.69878], [-0.10685, 0.17499, 0.63953], [-0.62486, -1.31431, 2.41242], [-0.42498, 1.30886, -1.59212], [-0.36686, 2.53932, -2.28135], [1.03688, -1.97053, 0.69986], [0.05725, -1.09029, 1.26470], [0.70265, -0.27657, -1.37019], [-0.79555, 0.85331, 1.06426], [-0.39066, -2.05958, 3.12042], [-1.52767, -0.66977, 2.48684], [0.53552, 3.29765, -2.25933], [-1.13704, 2.96514, -1.74225], [-0.83656, 2.28035, -3.32821], [0.64263, -2.42933, -0.18165], [1.27508, -2.84780, 1.26928], [1.83809, -1.22711, 0.49656]],
  "atomic_forces_ev_per_a": [[0.4, -1.7, -1.0], [-0.2, -0.5, -1.0], [0.0, 1.8, -3.8], [1.3, -0.6, 0.9], [2.2, -0.6, -3.3], [1.1, 0.9, -0.3], [-2.4, 1.0, 3.1], [-0.7, 1.0, 0.8], [-0.5, 0.2, 1.1], [0.4, -1.0, 0.2], [1.0, -0.4, 0.6], [-1.5, -1.9, 0.0], [-2.5, 1.6, 1.2], [1.0, 1.2, 1.7], [-0.3, 0.2, -1.0], [0.4, 0.2, 1.0], [0.3, -1.5, -0.1]]
}